(1)
{"formula": "C6H14O2", "method": "the ωB97M-V functional and the def2-TZVPD basis", "elements": ["C", "C", "C", "C", "C", "C", "O", "H", "H", "H", "H", "H", "H", "H", "H", "H", "H", "H", "H", "O", "H", "H"], "xyz": [[3.0754, 0.4273, 0.7208], [2.3069, -0.3914, 1.4134], [1.0070, -0.9442, 0.8864], [0.2315, -0.1078, -0.1366], [-1.1515, -0.7082, -0.4650], [-2.0241, -1.0244, 0.7619], [-2.4898, 0.1700, 1.4137], [3.1065, 0.5642, -0.3488], [3.9874, 0.9437, 1.0170], [2.5520, -0.7116, 2.4191], [0.4164, -1.0589, 1.8012], [1.0366, -1.9802, 0.5103], [0.8410, 0.0690, -1.0195], [0.0685, 0.8094, 0.4440], [-0.8819, -1.7197, -0.7957], [-1.6808, -0.0002, -1.0969], [-1.4818, -1.6142, 1.4908], [-2.8936, -1.5343, 0.3420], [-3.0629, 0.5772, 0.7574], [-0.9156, 2.3711, -3.4693], [-1.1731, 2.7145, -2.6094], [-0.8743, 3.1485, -4.0368]], "nbo_charge": [-0.411, -0.162, -0.443, -0.399, -0.422, -0.065, -0.721, 0.191, 0.196, 0.201, 0.203, 0.203, 0.212, 0.207, 0.204, 0.207, 0.181, 0.161, 0.456, -0.936, 0.468, 0.469], "de_lowest_ev": 2.283, "homo_lumo_gap_ev": 10.18, "lumo_energy_ha": 0.0246, "largest_force_ev_per_a": 2.3, "smiles": "C=CCCCCO.O", "total_charge": 0, "e_tot_ha": -387.42362}

(2)
{"formula": "C6H14O2", "method": "the ωB97M-V functional and the def2-TZVPD basis", "elements": ["C", "C", "C", "C", "C", "C", "H", "H", "H", "H", "H", "H", "H", "H", "H", "H", "H", "H", "O", "H", "H", "O"], "xyz": [[1.3508, -0.7309, 0.6091], [0.7233, 0.0710, -0.6167], [0.3718, 1.3795, -0.5077], [0.3794, 2.2284, 0.7715], [-0.2237, 3.4088, 0.7752], [0.7063, -0.6451, -1.8693], [0.6877, -1.6207, 0.6401], [1.4326, -0.3738, 1.6883], [2.3956, -1.0537, 0.4180], [-0.1234, 1.6269, -1.4807], [0.7580, 1.6513, 1.6532], [-0.8210, 3.6813, -0.1092], [-0.2348, 4.0401, 1.6649], [0.3378, -1.6746, -1.6750], [1.7570, -1.0848, -2.1966], [0.4682, 0.0918, -2.6942], [-1.3395, -0.1243, 0.6520], [-2.2663, -0.7765, 1.7165], [-2.1160, -0.7020, 0.7607], [-1.5676, -2.3999, 0.2611], [-1.6570, -3.8425, -0.2696], [-1.0189, -3.1502, -0.1917]], "mulliken_spin": [0.014, 0.268, 0.247, 0.025, 0.279, 0.018, 0.009, 0.003, 0.009, -0.005, 0.005, 0.010, 0.011, 0.046, 0.057, -0.001, 0.002, 0.001, 0.002, 0.000, 0.000, 0.002], "de_lowest_ev": 1.609, "homo_lumo_gap_ev": [9.77, 6.20], "lumo_energy_ha": [-0.1646, -0.2960], "multiplicity": 2, "largest_force_ev_per_a": 5.7, "total_charge": 1, "e_tot_ha": -387.10112}

(3)
{"formula": "C6H14O3", "method": "the ωB97M-V functional and the def2-TZVPD basis", "elements": ["C", "C", "C", "C", "O", "C", "C", "O", "O", "H", "H", "H", "H", "H", "H", "H", "H", "H", "H", "H", "H", "H", "H"], "xyz": [[-2.9317, 0.3817, 0.3343], [-1.5541, 0.3033, 0.9732], [-0.3191, -0.1416, -0.0859], [-0.4021, 0.6000, -1.4141], [-0.4402, -1.5243, -0.2608], [0.8911, 0.2215, 0.7214], [2.2863, -0.1501, -0.1045], [3.3134, 0.0628, 0.8234], [2.3400, -1.4536, -0.6238], [-3.0901, -0.4960, -0.2897], [-3.7090, 0.4301, 1.0973], [-3.0264, 1.2768, -0.2787], [-1.3405, 1.2297, 1.5071], [-1.5680, -0.4915, 1.7211], [-1.3335, 0.3529, -1.9182], [0.3942, 0.2766, -2.0826], [-0.3386, 1.6734, -1.2594], [0.1644, -1.8084, -0.9588], [0.9517, -0.3591, 1.6412], [0.9433, 1.2878, 0.9215], [2.4079, 0.5087, -0.9759], [4.1662, -0.1120, 0.4038], [2.1947, -2.0688, 0.1079]], "nbo_charge": [-0.619, -0.394, 0.265, -0.651, -0.738, -0.452, 0.375, -0.730, -0.737, 0.213, 0.211, 0.198, 0.196, 0.207, 0.222, 0.208, 0.215, 0.482, 0.220, 0.220, 0.137, 0.475, 0.477], "de_lowest_ev": 0.863, "homo_lumo_gap_ev": 10.43, "lumo_energy_ha": 0.0273, "largest_force_ev_per_a": 3.9, "smiles": "CC[C@](C)(O)CC(O)O", "total_charge": 0, "e_tot_ha": -462.71936}

(4)
{"formula": "C6H14O4", "method": "the ωB97M-V functional and the def2-TZVPD basis", "elements": ["C", "C", "C", "C", "C", "C", "O", "O", "O", "O", "H", "H", "H", "H", "H", "H", "H", "H", "H", "H", "H", "H", "H", "H"], "xyz": [[-1.5069, -0.2126, 1.1113], [-0.0520, 0.9181, -0.3800], [0.6638, -0.0170, 0.3236], [2.6138, 0.5194, -1.9326], [-2.3726, 1.0022, 1.3055], [0.9070, -1.4375, -0.0522], [2.2506, 1.0187, -0.7014], [-2.0957, -1.1085, 0.2571], [-1.1654, -0.8791, 2.2885], [-0.6516, 0.7500, -1.5510], [-0.7033, -0.2742, 2.8799], [-1.7224, -1.9829, 0.4299], [-0.5372, -0.1530, -1.8760], [-0.1203, 1.9332, -0.0235], [1.1087, 0.3367, 1.2406], [2.9905, -0.5262, -1.9011], [1.7856, 0.5222, -2.6774], [3.4234, 1.1148, -2.3914], [-1.8499, 1.7610, 1.8899], [-2.6502, 1.4278, 0.3428], [-3.2846, 0.7118, 1.8399], [0.5859, -2.1040, 0.7525], [0.4062, -1.7386, -0.9743], [1.9767, -1.5825, -0.2005]], "nbo_charge": [0.572, 0.311, -0.062, -0.237, -0.693, -0.675, -0.834, -0.709, -0.729, -0.633, 0.488, 0.491, 0.493, 0.212, 0.237, 0.114, 0.110, 0.158, 0.217, 0.241, 0.228, 0.228, 0.200, 0.271], "de_lowest_ev": 5.819, "homo_lumo_gap_ev": [6.95, 6.95], "lumo_energy_ha": [0.0099, 0.0099], "largest_force_ev_per_a": 0.6, "total_charge": 0, "e_tot_ha": -537.79520}